Entry 1:
Here is a molecular structure, C16H32O2P2Sr from the OMol25 dataset. Energies are from ωB97M-V/def2-TZVPD.

**HOMO (spin up / spin down)**: -3.72 / -3.55 eV
**Orbital gap (spin up / spin down)**: 3.524 / 3.379 eV

Cartesian coordinates (Å):
P: 1.0757 -1.9950 -1.6084
P: 1.0866 2.5316 -1.5322
C: 1.0437 -0.4909 -2.6963
C: 1.7387 0.8345 -2.3330
H: -0.0035 -0.2849 -2.9994
H: 1.5928 -0.8499 -3.5835
H: 2.5674 0.6393 -1.6201
H: 2.1277 1.2570 -3.2788
C: -0.5412 3.1726 -2.2732
H: -1.4138 2.6608 -1.8340
H: -0.6289 3.2822 -3.3604
H: -0.5894 4.2034 -1.8730
C: 2.1439 3.5749 -2.5902
H: 1.6716 3.7731 -3.5545
H: 3.1058 3.0841 -2.7415
H: 2.3270 4.5246 -2.0920
C: -0.1744 -3.1204 -2.2814
H: -0.3635 -3.8845 -1.5187
H: 0.1699 -3.6215 -3.1919
H: -1.1339 -2.6266 -2.4879
C: 2.6498 -2.8715 -1.6708
H: 3.4886 -2.1668 -1.6144
H: 2.7257 -3.4292 -2.6182
H: 2.7176 -3.5955 -0.8376
Sr: -2.1218 0.2435 -4.1691
C: -0.5580 1.6522 -5.7420
C: -1.8751 1.9406 -5.9110
C: -2.8435 0.9950 -6.5723
C: -2.3983 -0.5036 -6.8432
C: -1.5744 -1.3482 -5.8811
C: -0.2489 -1.2476 -5.5887
C: 0.7519 -0.4588 -6.3978
C: 0.3354 0.9929 -6.7735
C: 0.4321 -1.6048 0.0248
H: 0.0071 2.0450 -4.8749
H: -2.3759 2.8136 -5.4381
H: -3.1781 1.3933 -7.5434
H: -3.7768 0.9817 -5.9563
H: -3.3563 -1.0424 -6.9604
H: -1.9509 -0.5005 -7.8426
H: -2.1630 -2.1083 -5.3377
H: 0.2426 -2.0264 -4.9710
H: 1.0340 -0.9787 -7.3374
H: 1.6918 -0.3840 -5.8268
H: 1.2599 1.6090 -6.8961
H: -0.1462 0.9909 -7.7706
H: 0.3346 -0.5249 0.1789
H: 1.1085 -2.0298 0.7768
H: -0.5648 -2.0602 0.1349
O: -2.7645 0.6497 -2.0182
C: -2.5266 0.7696 -0.7519
O: -1.4673 1.1322 -0.2156
H: -3.3552 0.5204 -0.0705

Cartesian forces (eV/Å) of the 2 atoms listed first:
P -1.5 1.4 -0.9
P -1.2 -0.7 -0.1

Want to see where the charge sits? The Löwdin charges in e are:
1 P 0.891
2 P 0.895
3 C -0.332
4 C -0.366
5 H 0.030
6 H 0.072
7 H 0.056
8 H 0.052
9 C -0.291
10 H -0.004
11 H 0.016
12 H 0.042
13 C -0.352
14 H 0.037
15 H 0.029
16 H 0.031
17 C -0.185
18 H 0.064
19 H 0.060
20 H 0.066
21 C -0.175
22 H 0.063
23 H 0.069
24 H 0.070
25 Sr 1.415
26 C -0.321
27 C -0.389
28 C -0.302
29 C -0.241
30 C -0.423
31 C -0.311
32 C -0.236
33 C -0.211
34 C -0.165
35 H 0.060
36 H 0.087
37 H 0.106
38 H 0.079
39 H 0.101
40 H 0.102
41 H 0.067
42 H 0.055
43 H 0.099
44 H 0.080
45 H 0.102
46 H 0.105
47 H 0.048
48 H 0.061
49 H 0.070
50 O -0.352
51 C -0.539
52 O -0.097
53 H 0.114



Entry 2:
Here is 2 unconnected molecules or ions with the total composition BrHNO3S from the OMol25 dataset. Energies are from ωB97M-V/def2-TZVPD.

**HOMO (spin up / spin down)**: -5.63 / -3.23 eV
**Relative energy (zero: lowest compared OMol25 entry of this formula, charge and spin)**: 60.5 kcal/mol
**Orbital gap (spin up / spin down)**: 8.777 / 5.644 eV
**Charge**: -1

Cartesian coordinates (Å):
N: -1.1137 0.2550 1.6424
O: 0.8572 -1.2282 -1.2590
O: 2.2404 0.8200 -0.5789
O: -0.0113 0.9505 -1.6659
S: 0.9424 0.1751 -0.8921
Br: -2.6557 -0.6249 1.2428
H: -0.2593 -0.3475 1.5107

Cartesian forces (eV/Å) of the 2 atoms listed first:
N 1.4 0.4 0.1
O 1.1 -0.9 0.0

Want to see where the charge sits? The Löwdin charges in e are:
1 N -0.523
2 O -0.431
3 O -0.440
4 O -0.431
5 S 0.451
6 Br 0.451
7 H -0.077



Entry 3:
Here is 9 unconnected molecules or ions with the total composition C22H65N11O9 from the OMol25 dataset. Energies are from ωB97M-V/def2-TZVPD.

**HOMO**: -8.95 eV
**Relative energy (zero: lowest compared OMol25 entry of this formula, charge and spin)**: 0.0 kcal/mol
**SMILES**: COC[C@H](C)N.COC[C@H](C)N.COC[C@H](C)N.NC(N)=O.NC(N)=O.NC(N)=O.NC(N)=O.CC(C)O.CC(C)O
**Orbital gap**: 9.123 eV

Cartesian coordinates (Å):
C: 6.8959 8.1441 14.0484
O: 8.1550 8.7388 14.2410
C: 8.5539 9.3617 13.0278
C: 10.0814 9.7048 13.0032
C: 10.4112 10.5405 14.2409
N: 10.5967 10.3702 11.8388
H: 6.6706 7.6497 15.0357
H: 6.9505 7.3212 13.3857
H: 6.1168 8.9355 13.8245
H: 8.3358 8.7186 12.1878
H: 7.9531 10.2848 12.9029
H: 10.6439 8.7729 13.0378
H: 11.4578 10.7445 14.3394
H: 10.0323 10.0191 15.1231
H: 9.8848 11.5153 14.0679
H: 10.0755 11.2326 11.6807
H: 10.4624 9.7251 11.0370
C: 18.9656 13.7480 6.7092
O: 17.6031 13.6619 7.0709
C: 16.9418 14.9035 6.9335
C: 15.4934 14.8221 7.3340
C: 14.7855 13.6771 6.5101
N: 14.8688 16.1033 7.1506
H: 19.1354 14.0862 5.7089
H: 19.4796 12.7983 6.7931
H: 19.4263 14.4573 7.4047
H: 17.4911 15.6105 7.5288
H: 16.9772 15.2390 5.9069
H: 15.4247 14.5443 8.3487
H: 15.3968 12.8284 6.2751
H: 14.5621 14.0788 5.5202
H: 13.9055 13.2145 7.0206
H: 15.1927 16.5485 6.3175
H: 14.8044 16.7202 7.9159
C: 7.1772 18.3103 8.8982
O: 8.5279 18.4087 8.4971
C: 9.3811 17.2737 8.7029
C: 10.4801 17.3805 7.6081
C: 9.8176 17.1959 6.2460
N: 11.6183 16.5089 7.7891
H: 6.9522 17.2435 9.1419
H: 6.5350 18.5931 8.0711
H: 7.0156 18.9365 9.7755
H: 9.8953 17.3263 9.6210
H: 8.8156 16.2855 8.6371
H: 10.8794 18.3962 7.6208
H: 9.4061 16.1536 6.0710
H: 10.5801 17.4549 5.5195
H: 9.0102 17.8903 6.2401
H: 11.3485 15.5387 7.7122
H: 12.3928 16.6136 7.1375
N: 16.6437 11.5335 9.7298
C: 16.9718 11.4562 11.0388
N: 17.9710 10.5755 11.2412
O: 16.4057 12.0785 11.9408
H: 16.2021 12.3726 9.3974
H: 17.1806 11.0335 9.0483
H: 18.1049 10.0609 12.1067
H: 18.2801 10.0618 10.4189
N: 15.0222 7.8232 12.9996
C: 13.6406 7.7481 13.2956
N: 13.4679 8.5277 14.4766
O: 12.7749 7.3162 12.5943
H: 15.6775 7.6835 13.7633
H: 15.2401 7.2945 12.2097
H: 12.5548 8.7449 14.8843
H: 14.1164 9.3094 14.4674
N: 8.7247 13.2286 10.0850
C: 8.8053 14.2570 11.0274
N: 10.0465 14.3461 11.6752
O: 7.8622 14.9044 11.3614
H: 9.5868 12.7558 9.8919
H: 7.8853 13.1097 9.5346
H: 10.2621 15.2876 12.0490
H: 10.7906 13.9347 11.1787
N: 14.1594 13.6556 10.7912
C: 13.0918 12.8013 10.5251
N: 13.2054 11.4626 10.7788
O: 12.0695 13.2433 9.9797
H: 14.1096 14.6346 10.5682
H: 15.0300 13.2377 11.1554
H: 12.3656 10.9233 10.9779
H: 14.0301 11.1238 11.2539
C: 14.1491 13.5777 15.0533
C: 14.6507 12.2092 15.5183
C: 13.7465 11.5799 16.5678
O: 14.7391 11.2979 14.4620
H: 14.3969 14.3750 15.7910
H: 13.0628 13.6182 14.9626
H: 14.5791 13.8355 14.0683
H: 15.6537 12.3444 15.8755
H: 13.8989 12.0119 17.5900
H: 14.0560 10.5422 16.5701
H: 12.7007 11.7472 16.4067
H: 15.3402 11.6034 13.7452
C: 12.9312 18.5759 10.4630
C: 13.7494 17.4194 11.0014
C: 13.0462 16.5739 12.0965
O: 14.0827 16.5344 9.9029
H: 13.3713 18.8490 9.4812
H: 13.0054 19.4036 11.1396
H: 11.9488 18.1751 10.3792
H: 14.7135 17.6889 11.4387
H: 12.1754 16.0746 11.6871
H: 12.5622 17.1261 12.9296
H: 13.7492 15.8478 12.4482
H: 13.2981 16.4252 9.3357

Cartesian forces (eV/Å) of the 2 atoms listed first:
C -0.7 0.7 2.8
O 0.6 0.1 -0.8

Results of the Löwdin charge analysis, in e, for atoms 1 through 99:
1 C -0.127
2 O -0.196
3 C -0.197
4 C -0.438
5 C -0.055
6 N 0.039
7 H 0.102
8 H 0.066
9 H 0.110
10 H 0.110
11 H 0.131
12 H 0.116
13 H 0.043
14 H 0.079
15 H 0.098
16 H 0.066
17 H 0.108
18 C -0.106
19 O -0.198
20 C -0.220
21 C -0.410
22 C -0.031
23 N 0.063
24 H 0.077
25 H 0.083
26 H 0.090
27 H 0.121
28 H 0.124
29 H 0.099
30 H 0.049
31 H 0.071
32 H 0.084
33 H 0.075
34 H 0.037
35 C -0.095
36 O -0.207
37 C -0.173
38 C -0.437
39 C -0.065
40 N 0.050
41 H 0.092
42 H 0.078
43 H 0.083
44 H 0.086
45 H 0.140
46 H 0.137
47 H 0.102
48 H 0.071
49 H 0.056
50 H 0.080
51 H 0.060
52 N 0.186
53 C -0.656
54 N 0.160
55 O -0.004
56 H 0.089
57 H 0.101
58 H 0.117
59 H 0.104
60 N 0.124
61 C -0.619
62 N 0.132
63 O 0.062
64 H 0.096
65 H 0.060
66 H 0.088
67 H 0.040
68 N 0.150
69 C -0.682
70 N 0.153
71 O 0.035
72 H 0.057
73 H 0.101
74 H 0.098
75 H 0.001
76 N 0.178
77 C -0.608
78 N 0.176
79 O -0.046
80 H 0.046
81 H 0.058
82 H 0.055
83 H 0.077
84 C -0.048
85 C -0.501
86 C -0.044
87 O -0.086
88 H 0.090
89 H 0.074
90 H 0.068
91 H 0.125
92 H 0.096
93 H 0.069
94 H 0.061
95 H 0.071
96 C -0.036
97 C -0.434
98 C -0.044
99 O -0.121



Entry 4:
Here is 2 unconnected molecules or ions with the total composition C5H11O3 from the OMol25 dataset. Energies are from ωB97M-V/def2-TZVPD.

**HOMO**: -4.49 eV
**Relative energy (zero: lowest compared OMol25 entry of this formula, charge and spin)**: 12.2 kcal/mol
**Orbital gap**: 8.494 eV
**Charge**: -1

Cartesian coordinates (Å):
C: 1.3693 0.6905 1.6987
C: 1.4632 -0.5103 2.6479
C: 1.7461 0.2861 0.2783
O: 0.0553 1.2070 1.7391
H: 1.9783 1.5249 2.0260
H: 0.8872 -1.2714 2.1327
H: 2.1227 -0.7219 0.0805
H: 0.8174 0.2604 -0.3093
H: 2.4164 0.9964 -0.2107
H: -0.5328 0.6794 1.1590
H: 1.0010 -0.2950 3.6071
H: 2.4633 -0.9546 2.7058
C: -2.2399 -1.0236 -2.3869
C: -1.1358 -0.2961 -1.6088
O: -1.3989 -0.1635 -0.3791
O: -0.1162 0.0587 -2.2242
H: -3.2152 -0.6315 -2.1115
H: -2.2653 -2.0938 -2.2019
H: -2.0981 -0.8984 -3.4669

Cartesian forces (eV/Å) of the 2 atoms listed first:
C 0.0 -0.6 0.0
C 0.0 -0.1 -0.8

Want to see where the charge sits? The Löwdin charges in e are:
1 C -0.502
2 C -0.074
3 C -0.064
4 O -0.083
5 H 0.115
6 H 0.071
7 H 0.075
8 H 0.036
9 H 0.070
10 H 0.051
11 H 0.064
12 H 0.068
13 C -0.058
14 C -0.760
15 O -0.101
16 O -0.068
17 H 0.052
18 H 0.053
19 H 0.054



no.,E (eV)
1,-40613.2917
2,-88524.8961
3,-58689.3053
4,-11507.5385